ORCA calculation (ωB97M-V/def2-TZVPD) on a single C4H7NO molecule at a distorted geometry.

Structure (XYZ):
```
13
Properties=species:S:1:pos:R:3:nbo_charge:R:1
C -0.53 1.55 0.13 -0.604
C -0.48 0.10 -0.36 -0.393
C 0.78 -0.63 0.04 0.117
O 1.90 0.12 0.08 -0.669
C -1.60 -0.89 0.03 0.312
N -1.40 -2.09 -0.17 -0.652
H -1.49 1.99 -0.15 0.222
H -0.43 1.60 1.22 0.210
H 0.27 2.14 -0.33 0.225
H -0.63 0.09 -1.45 0.246
H -0.39 -2.29 -0.53 0.337
H 0.71 -1.38 0.82 0.162
H 2.49 -0.16 0.80 0.488
```

Results
Net charge: 0
LUMO level (alpha / beta) (Ha): 0.014 / -0.014
E_HOMO (alpha / beta) (eV): -8.29 / -7.88
DFT total energy (Eh): -286.44705
HOMO-LUMO gap (alpha / beta) (hartree): 0.318 / 0.275
Energy relative to the best compared isomer or geometry (same formula, charge and spin) (kJ/mol): 484.7